{"formula": "C16H16BF4N7OS2Zr", "method": "wB97M-V/def2-TZVPD", "species": ["Zr", "C", "C", "N", "N", "C", "N", "S", "C", "C", "C", "C", "C", "N", "H", "H", "H", "H", "H", "H", "H", "H", "H", "N", "C", "S", "N", "N", "C", "C", "C", "C", "C", "C", "C", "O", "H", "H", "H", "H", "H", "H", "H", "F", "B", "F", "F", "F"], "xyz": [[-0.13545, -0.13701, -0.14125], [4.27741, -0.61645, -1.61502], [2.80510, -0.42560, -1.43901], [2.22150, -0.42998, -0.28458], [3.01640, -0.65222, 0.78524], [2.46664, -0.41148, 1.94960], [3.21697, -0.71201, 3.02738], [0.87226, 0.17575, 2.24894], [1.94656, -0.23791, -2.59942], [2.45139, -0.22674, -3.89353], [1.58631, -0.08908, -4.96202], [0.22848, 0.01675, -4.71591], [-0.20253, -0.00530, -3.40415], [0.62746, -0.10630, -2.36385], [4.76273, -0.62209, -0.64696], [4.70005, 0.18304, -2.22548], [4.47417, -1.56836, -2.11397], [4.16283, -1.02424, 2.89765], [2.85814, -0.53714, 3.94635], [3.51223, -0.33858, -4.05816], [1.96714, -0.07898, -5.97463], [-0.48951, 0.10596, -5.51751], [-1.25519, 0.04965, -3.17607], [-0.11428, 3.88035, -2.35899], [-0.46016, 2.80145, -1.59799], [0.61928, 2.34728, -0.31233], [-1.57223, 2.20254, -1.88196], [-1.83236, 1.09763, -1.08825], [-3.08210, 0.77883, -1.04268], [-3.66087, -0.26569, -0.24472], [-5.00111, -0.62040, -0.46752], [-5.61375, -1.58799, 0.29013], [-4.89240, -2.21099, 1.31351], [-3.58692, -1.86236, 1.57357], [-2.94017, -0.88702, 0.80076], [-1.69474, -0.55533, 1.06597], [0.58218, 4.49511, -1.97629], [-0.85477, 4.30661, -2.89282], [-3.75817, 1.38321, -1.64550], [-5.54744, -0.11971, -1.25867], [-6.64153, -1.86546, 0.10103], [-5.36793, -2.97739, 1.91224], [-3.02296, -2.33537, 2.36638], [0.29376, -2.40505, 0.26771], [-0.28499, -2.93100, -0.95283], [-1.02081, -4.03843, -0.74967], [-1.15466, -1.78625, -1.33581], [0.70356, -3.01784, -1.90344]], "forces_ev_per_angstrom": [[0.1, 0.4, 0.7], [0.0, 0.0, 0.0], [0.2, -0.1, 0.5], [0.0, 0.1, -0.3], [0.4, 0.0, 0.2], [-0.2, -0.4, -0.2], [0.0, 0.2, 0.1], [-0.1, 0.0, -0.2], [-0.2, 0.0, -0.3], [0.1, 0.0, 0.1], [-0.1, 0.0, 0.0], [0.1, 0.0, 0.0], [-0.1, 0.0, 0.0], [0.0, -0.1, -0.2], [0.0, 0.0, 0.0], [0.0, 0.0, 0.0], [0.0, 0.0, 0.0], [0.0, 0.0, 0.0], [0.0, 0.0, 0.0], [0.0, 0.0, 0.0], [0.0, 0.0, 0.0], [0.0, 0.0, 0.0], [0.0, 0.0, 0.0], [0.0, 0.0, 0.0], [-0.1, -0.1, 0.1], [0.0, -0.2, 0.1], [-0.2, 0.2, -0.3], [0.1, -0.1, 0.1], [0.0, 0.0, 0.0], [0.1, -0.1, 0.2], [0.0, 0.0, 0.0], [0.0, 0.0, 0.0], [0.0, 0.0, 0.0], [0.1, 0.0, 0.1], [-0.4, 0.0, -0.1], [0.0, 0.0, -0.2], [0.0, 0.0, 0.0], [0.0, 0.0, 0.0], [0.0, 0.0, 0.0], [0.0, 0.0, 0.0], [0.0, 0.0, 0.0], [0.0, 0.0, 0.0], [0.0, 0.0, 0.0], [0.0, 0.2, -0.1], [0.2, 0.0, -0.2], [0.0, 0.0, 0.0], [0.0, 0.0, 0.1], [-0.1, -0.2, 0.0]], "mulliken_charge": [0.98, -1.76, 1.00, 1.44, -1.69, 0.69, -0.41, -0.51, 0.37, -0.90, -0.61, -0.90, -0.49, 0.95, 0.42, 0.39, 0.35, 0.22, 0.21, 0.45, 0.42, 0.44, 0.46, -0.48, 0.67, -0.36, -1.23, 0.59, -0.80, 0.88, -0.74, -0.67, -0.47, -0.60, 0.59, -0.58, 0.22, 0.26, 0.36, 0.37, 0.40, 0.40, 0.47, -0.33, 0.46, -0.31, -0.25, -0.35], "e_above_lowest_kj_mol": 0.00, "homo_ev": -8.109, "mol_weight_da": 564.514, "e_tot_ha": -2346.05383, "largest_force_ev_per_a": 0.77, "gap_ev": 7.376, "e_lumo_ev": -0.73}